1.
{
  "formula": "C28H20BiF9N6O5Se",
  "method": "the ωB97M-V functional and the def2-TZVPD basis",
  "total_charge": 0,
  "gap_ha": 0.2419,
  "fmax_ha_per_bohr": 0.0255,
  "relative_energy_kcal_mol": 29.7,
  "e_homo_ev": -7.734,
  "e_tot_ev": -144181.2536,
  "symbols": ["Bi", "Se", "F", "F", "F", "F", "F", "F", "F", "F", "F", "O", "O", "O", "O", "O", "N", "N", "N", "N", "N", "N", "C", "C", "C", "C", "C", "C", "C", "C", "C", "C", "C", "C", "C", "C", "C", "C", "C", "C", "C", "C", "C", "C", "C", "C", "C", "C", "C", "C", "H", "H", "H", "H", "H", "H", "H", "H", "H", "H", "H", "H", "H", "H", "H", "H", "H", "H", "H", "H"],
  "coordinates": [[0.098, 0.006, 0.262], [5.485, 0.174, -5.770], [1.587, -2.992, -1.359], [1.637, -2.797, 0.773], [-2.204, -4.516, -1.499], [-0.410, -3.528, 2.191], [-0.405, -4.015, -2.545], [-0.538, -5.482, 1.315], [-2.229, -4.160, 1.253], [-0.461, -5.748, -1.278], [1.672, -4.738, -0.118], [0.251, 2.628, -1.495], [1.202, 1.755, 1.198], [-3.018, -0.788, 0.643], [-0.806, 0.413, 2.564], [-0.982, -2.350, -0.329], [2.536, -0.172, -0.366], [-2.244, 0.234, 0.176], [-0.544, 1.977, -0.774], [3.730, 0.194, -5.687], [0.494, -0.210, -2.143], [5.634, -0.042, -4.034], [-2.192, 3.790, -0.715], [1.115, -3.528, -0.224], [-0.080, 0.547, 3.559], [-0.878, -4.479, -1.382], [3.482, -0.251, 0.542], [4.829, -0.343, 0.204], [3.351, 0.051, -4.433], [-0.446, -3.548, -0.201], [2.722, 2.617, 4.914], [-0.380, -0.096, -4.340], [1.073, 1.416, 3.596], [1.736, -0.108, -2.608], [-0.432, -0.266, 4.786], [2.709, 2.872, 2.532], [0.892, 0.040, -4.858], [-0.532, -0.230, -2.964], [5.177, -0.314, -1.130], [4.432, -0.079, -3.498], [-1.725, 2.402, -0.403], [-3.928, 1.890, 0.795], [4.170, -0.193, -2.092], [1.614, 1.983, 2.400], [2.830, -0.151, -1.660], [1.668, 1.746, 4.831], [1.985, 0.005, -3.989], [-0.901, -4.206, 1.144], [3.244, 3.186, 3.749], [-2.617, 1.465, 0.227], [-1.245, -0.101, -4.980], [0.444, -0.802, 5.146], [3.145, 2.867, 5.873], [6.205, -0.394, -1.451], [1.260, 1.328, 5.740], [-3.185, 3.776, -1.161], [5.577, -0.421, 0.976], [3.093, 3.293, 1.616], [1.067, 0.155, -5.916], [-4.663, 2.033, 0.004], [-1.481, 4.243, -1.403], [-1.495, -0.343, -2.492], [-4.283, 1.109, 1.462], [4.061, 3.891, 3.809], [3.148, -0.249, 1.570], [-0.812, 0.376, 5.579], [-2.491, -1.584, 0.392], [-2.222, 4.390, 0.193], [-1.205, -0.984, 4.517], [-3.839, 2.822, 1.344]],
  "lowdin_charge": [2.050, 1.141, 0.154, 0.121, 0.173, 0.152, 0.156, 0.164, 0.170, 0.159, 0.173, -0.113, -0.254, -0.017, -0.100, -0.236, -0.001, -0.170, -0.275, -0.243, -0.003, -0.243, -0.017, -0.550, -0.377, -0.557, -0.105, -0.008, -0.319, -0.376, -0.102, -0.002, -0.107, -0.142, -0.005, -0.016, 0.035, -0.095, 0.030, -0.325, -0.297, 0.008, -0.071, -0.360, -0.141, -0.044, -0.066, -0.553, -0.080, -0.293, 0.113, 0.091, 0.096, 0.121, 0.104, 0.080, 0.113, 0.116, 0.121, 0.098, 0.074, 0.120, 0.084, 0.104, 0.122, 0.090, 0.066, 0.087, 0.088, 0.089]
}

---

2.
{
  "formula": "C28H20CaN4O9Se3Te",
  "method": "the ωB97M-V functional and the def2-TZVPD basis",
  "total_charge": -2,
  "gap_ha": [0.1288, 0.1414],
  "fmax_ha_per_bohr": 0.0773,
  "relative_energy_kcal_mol": 23.1,
  "e_homo_ev": [-0.759, -1.104],
  "e_tot_ev": -275516.8306,
  "symbols": ["Te", "Se", "Se", "Se", "Ca", "O", "O", "O", "O", "O", "O", "O", "O", "O", "N", "N", "N", "N", "C", "C", "C", "C", "C", "C", "C", "C", "C", "C", "C", "C", "C", "C", "C", "C", "C", "C", "C", "C", "C", "C", "C", "C", "C", "C", "C", "C", "H", "H", "H", "H", "H", "H", "H", "H", "H", "H", "H", "H", "H", "H", "H", "H", "H", "H", "H", "H"],
  "coordinates": [[3.329, -7.149, -2.243], [4.140, -8.138, 0.076], [1.935, -6.764, -0.106], [3.845, -5.950, 1.167], [-0.390, 0.402, 0.036], [1.040, -2.795, 6.049], [0.750, -1.194, 1.551], [3.634, 6.780, 2.891], [-0.775, -1.188, -7.340], [-2.061, 0.555, -7.872], [-2.006, -0.985, 0.951], [1.508, 1.289, -0.727], [-0.241, 2.361, 1.295], [4.408, 6.364, 0.831], [-1.634, 1.645, -1.712], [-1.360, -0.148, -7.045], [3.627, 6.204, 1.778], [-0.712, -0.940, -2.265], [-2.388, 2.668, -1.438], [-0.663, -0.432, -4.671], [-1.553, 1.193, -2.973], [0.032, -1.647, -4.798], [-1.298, 0.315, -5.661], [-1.848, 1.555, -5.400], [1.156, -1.493, 6.664], [0.836, 3.964, 2.659], [2.672, 5.210, 1.717], [1.759, 4.952, 2.745], [-0.686, -3.570, 4.642], [-2.834, 3.150, -3.720], [0.534, -2.865, 4.752], [-3.053, -3.104, 1.015], [1.067, -2.173, 3.666], [0.055, -2.570, -3.772], [0.769, 3.121, 1.513], [-2.049, 2.017, -4.037], [-0.361, -2.170, -2.530], [-1.463, -3.361, 3.528], [-2.992, 3.518, -2.410], [1.951, 3.275, 0.587], [0.314, -1.927, 2.503], [2.230, 2.269, -0.367], [-1.962, -2.152, 1.490], [-1.062, -2.454, 2.551], [-0.931, -0.084, -3.296], [2.674, 4.409, 0.553], [-2.035, 2.282, -6.267], [-0.286, -2.794, -1.605], [0.524, -3.581, -3.914], [1.282, -1.686, 7.688], [-1.018, -4.237, 5.437], [-2.671, -4.120, 1.037], [-3.557, 4.404, -2.114], [-3.320, 3.740, -4.447], [0.543, -1.796, -5.764], [0.117, 3.878, 3.482], [1.769, 5.693, 3.548], [-2.663, 2.777, -0.404], [-2.433, -3.950, 3.464], [3.403, 4.584, -0.209], [3.230, 2.307, -0.826], [0.233, -0.906, 6.494], [-3.300, -2.753, -0.028], [-3.910, -3.038, 1.696], [2.101, -1.852, 3.661], [2.046, -0.918, 6.244]],
  "lowdin_charge": [-0.005, -0.421, -0.420, -0.155, 1.458, -0.134, -0.158, 0.010, -0.040, -0.097, -0.167, -0.146, -0.147, 0.034, 0.004, -0.371, -0.360, 0.040, -0.164, -0.082, -0.156, -0.003, -0.148, 0.010, -0.071, -0.010, -0.197, -0.007, -0.045, -0.041, -0.267, -0.017, 0.048, -0.046, -0.304, -0.134, -0.159, -0.056, -0.059, -0.127, -0.362, -0.149, -0.354, -0.127, -0.131, 0.055, 0.133, 0.132, 0.131, 0.055, 0.106, 0.078, 0.098, 0.095, 0.115, 0.120, 0.122, 0.098, 0.132, 0.123, 0.136, 0.096, 0.102, 0.083, 0.124, 0.103]
}

---

3.
{
  "formula": "C28H20F10HgN7S2SeSi",
  "method": "the ωB97M-V functional and the def2-TZVPD basis",
  "total_charge": -2,
  "gap_ha": [0.2179, 0.2212],
  "fmax_ha_per_bohr": 0.0013,
  "relative_energy_kcal_mol": 8.6,
  "e_homo_ev": [-1.667, -1.769],
  "e_tot_ev": -166035.0847,
  "spin_multiplicity": 2,
  "symbols": ["Hg", "Se", "S", "S", "Si", "F", "F", "F", "F", "F", "F", "F", "F", "F", "F", "N", "N", "N", "N", "N", "N", "N", "C", "C", "C", "C", "C", "C", "C", "C", "C", "C", "C", "C", "C", "C", "C", "C", "C", "C", "C", "C", "C", "C", "C", "C", "C", "C", "C", "C", "H", "H", "H", "H", "H", "H", "H", "H", "H", "H", "H", "H", "H", "H", "H", "H", "H", "H", "H", "H"],
  "coordinates": [[-0.491, -0.941, -0.202], [-2.936, -1.348, 0.264], [1.620, -2.130, 0.664], [0.498, 1.424, -0.966], [1.943, 3.050, -3.560], [4.757, 1.879, 0.057], [-3.390, -5.479, -2.981], [-3.576, -2.211, -3.393], [5.650, 0.981, -2.356], [2.931, 0.486, 1.429], [-0.664, -3.506, -1.672], [4.724, -1.378, -3.342], [2.930, -2.814, -1.961], [-5.668, -3.672, -1.597], [-2.873, -5.007, 0.222], [-1.343, 0.634, 7.219], [1.291, -1.003, 3.826], [0.004, -0.223, 5.564], [0.472, -0.677, -2.514], [-0.488, 0.327, 3.296], [-1.959, 1.664, 1.478], [-1.860, 1.154, 5.036], [1.539, 1.223, -3.543], [-2.709, 2.232, 0.545], [3.334, -0.003, 0.251], [4.259, -0.923, -2.166], [0.369, 4.070, -3.498], [2.799, 3.427, -5.203], [-1.511, 1.016, 3.750], [1.435, -0.922, -4.669], [-2.851, -4.454, -2.218], [-3.553, 2.335, 3.127], [0.248, -0.285, 4.241], [-3.904, 2.881, 0.831], [-2.376, 1.705, 2.739], [0.865, 0.609, -2.456], [-1.055, 0.507, 5.879], [-3.416, -2.730, -0.983], [4.276, 0.730, -0.446], [0.736, -1.421, -3.584], [3.118, 3.622, -2.219], [2.826, -1.212, -0.217], [-1.700, -3.667, -2.641], [-3.369, -4.298, -0.829], [4.735, 0.275, -1.667], [-4.329, 2.932, 2.148], [3.331, -1.650, -1.443], [1.821, 0.413, -4.636], [-2.930, -2.918, -2.406], [-4.612, -3.547, -0.747], [-0.175, 3.847, -2.580], [3.041, 4.492, -5.253], [2.355, 0.827, -5.485], [-5.259, 3.423, 2.409], [3.735, 2.870, -5.294], [0.591, 5.141, -3.523], [-4.487, 3.320, 0.032], [0.358, -2.436, -3.550], [-0.951, -0.089, 7.799], [2.721, 3.401, -1.229], [-0.279, 3.834, -4.345], [1.814, -1.523, 4.505], [-2.335, 2.150, -0.470], [-2.293, 0.900, 7.414], [2.174, 3.184, -6.065], [4.097, 3.146, -2.310], [3.262, 4.703, -2.308], [1.652, -1.556, -5.517], [-3.839, 2.334, 4.169], [1.451, -1.148, 2.829]],
  "mulliken_spin": [0.008, 0.036, 0.000, 0.000, 0.000, 0.000, -0.008, 0.000, 0.000, 0.000, 0.009, 0.000, 0.000, 0.034, -0.003, 0.000, 0.000, 0.000, 0.000, 0.000, -0.002, 0.000, 0.002, 0.000, 0.000, 0.000, 0.000, 0.000, 0.000, 0.001, -0.075, 0.000, 0.000, 0.001, 0.001, 0.000, 0.000, -0.143, 0.000, -0.008, 0.000, 0.000, 0.200, -0.068, 0.000, 0.000, 0.000, -0.001, 0.058, 0.959, 0.000, 0.000, 0.000, 0.000, 0.000, 0.000, 0.000, -0.001, 0.000, 0.000, 0.000, 0.000, 0.000, 0.000, 0.000, 0.000, 0.000, 0.000, 0.000, 0.000]
}